# 1
129
Properties=species:S:1:pos:R:3 method="wB97M-V/def2-TZVPD" homo_energy_ev=-7.79 e_lumo_ev=-0.42 de_lowest_kcal_mol=49.6 gap_ha=0.271
C 1.20 -0.97 -0.98
C 0.70 -1.25 -2.39
F 0.19 -0.03 -2.94
Si -0.66 -2.56 -2.36
O -1.51 -2.30 -0.93
Si -2.74 -3.25 -0.41
P -4.27 -3.52 -2.05
O -3.88 -4.53 -3.04
O -5.65 -3.93 -1.34
O -4.55 -2.06 -2.68
B 0.14 -4.41 -2.55
N 0.74 -4.74 -3.83
O 0.09 -5.36 -1.54
H 2.26 -0.74 -0.93
H 0.99 -1.79 -0.30
H 0.66 -0.11 -0.57
H 1.55 -1.55 -3.02
H -1.51 -2.30 -3.55
H -2.35 -4.61 -0.01
H -3.42 -2.58 0.71
H -6.05 -3.20 -0.86
H -5.32 -2.11 -3.26
H 1.29 -3.97 -4.20
H 0.07 -4.98 -4.57
H 0.92 -5.43 -1.07
C 2.46 1.27 2.02
O 1.47 0.66 1.63
N 3.58 1.42 1.26
N 2.52 1.84 3.26
H 4.41 1.89 1.56
H 3.60 0.98 0.36
H 1.72 1.74 3.85
H 3.33 2.33 3.60
C -1.94 -7.97 -4.28
O -0.78 -8.34 -4.28
N -2.38 -6.91 -3.53
N -2.91 -8.58 -5.03
H -3.34 -6.60 -3.53
H -1.72 -6.44 -2.95
H -2.63 -9.36 -5.59
H -3.87 -8.28 -5.06
C -6.25 1.40 -0.83
O -6.97 2.08 -0.13
N -6.26 0.04 -0.81
N -5.34 1.96 -1.69
H -5.66 -0.53 -1.39
H -6.90 -0.40 -0.18
H -5.33 2.97 -1.73
H -4.70 1.45 -2.26
C -4.38 4.59 1.82
O -3.75 5.31 2.57
N -5.73 4.41 1.92
N -3.79 3.88 0.80
H -6.26 3.80 1.32
H -6.20 4.90 2.66
H -2.79 3.95 0.70
H -4.32 3.30 0.18
C -4.95 -7.49 -5.87
O -5.94 -8.16 -6.12
N -3.78 -7.62 -6.57
N -4.92 -6.56 -4.87
H -2.96 -7.08 -6.38
H -3.77 -8.29 -7.32
H -5.75 -6.44 -4.33
H -4.12 -5.99 -4.64
C 6.95 0.25 1.26
O 6.23 0.57 0.32
N 8.31 0.39 1.22
N 6.45 -0.28 2.41
H 8.93 0.17 1.99
H 8.70 0.75 0.37
H 5.45 -0.37 2.47
H 7.01 -0.54 3.20
C 11.49 1.94 2.21
O 10.77 1.21 2.88
N 12.71 1.55 1.75
N 11.11 3.21 1.88
H 13.31 2.14 1.21
H 13.01 0.62 1.99
H 10.22 3.53 2.20
H 11.68 3.83 1.33
C 2.85 2.30 -5.06
O 3.91 2.82 -5.35
N 2.75 1.02 -4.60
N 1.65 2.96 -5.18
H 1.87 0.59 -4.35
H 3.59 0.50 -4.50
H 1.69 3.90 -5.52
H 0.77 2.54 -4.95
C 5.62 4.24 4.11
O 5.01 3.29 4.57
N 6.89 4.11 3.64
N 5.08 5.49 4.02
H 7.42 4.86 3.26
H 7.30 3.19 3.71
H 4.15 5.62 4.37
H 5.57 6.28 3.65
C 3.33 2.51 7.90
O 4.51 2.31 8.14
N 2.35 2.23 8.82
N 2.89 3.01 6.72
H 1.38 2.37 8.65
H 2.65 1.85 9.70
H 3.57 3.21 5.99
H 1.92 3.18 6.54
C -3.10 0.92 4.14
O -2.52 0.06 4.79
N -3.84 1.91 4.71
N -3.05 0.95 2.77
H -4.32 2.62 4.18
H -3.94 1.93 5.70
H -2.47 0.27 2.31
H -3.51 1.66 2.23
C -7.08 3.91 5.93
O -5.93 3.51 5.92
N -8.14 3.06 5.77
N -7.39 5.23 6.10
H -9.10 3.37 5.77
H -7.93 2.09 5.64
H -6.63 5.87 6.22
H -8.33 5.58 6.12
C -0.41 -0.32 -6.46
O 0.20 -1.33 -6.16
N -1.03 0.47 -5.53
N -0.53 0.10 -7.76
H -1.55 1.30 -5.76
H -0.94 0.19 -4.57
H -0.07 -0.46 -8.46
H -1.02 0.93 -8.03

# 2
31
Properties=species:S:1:pos:R:3 method="wB97M-V/def2-TZVPD" homo_energy_ev=-10.38 e_lumo_ev=-0.33 de_lowest_kcal_mol=15.5 gap_ha=0.369
Xe 1.01 -0.17 0.10
O 1.06 -1.17 -3.05
H 1.62 -0.50 -2.67
H 1.64 -1.92 -3.18
O 1.03 -3.02 2.36
H 1.52 -3.26 1.57
H 0.20 -2.67 2.02
O -0.64 1.32 3.10
H 0.20 1.17 3.54
H -0.42 1.90 2.37
O 3.03 0.91 -2.46
H 2.86 1.51 -1.74
H 3.83 0.45 -2.21
O -2.78 0.02 1.75
H -2.87 -0.79 2.25
H -2.05 0.48 2.16
O -2.52 0.80 -1.35
H -3.19 0.12 -1.26
H -2.50 1.23 -0.49
O -1.29 -2.55 0.83
H -1.26 -2.76 -0.10
H -1.49 -1.62 0.86
O -0.13 3.07 0.96
H -0.83 3.49 0.47
H 0.34 3.79 1.39
O -1.00 -3.38 -1.61
H -0.83 -4.03 -2.29
H -0.65 -2.56 -1.97
O 1.99 3.40 -0.84
H 2.81 3.39 -0.34
H 1.30 3.36 -0.17

# 3
10
Properties=species:S:1:pos:R:3 method="wB97M-V/def2-TZVPD" homo_energy_ev=-8.93 e_lumo_ev=0.49 de_lowest_kcal_mol=50.2 gap_ha=0.346
O 2.01 0.44 -0.33
O 0.87 1.14 1.90
Si -0.92 -0.82 -0.23
Si 0.59 0.79 0.34
H 2.81 0.93 -0.14
H 0.17 1.47 2.46
H -2.28 -0.31 -0.03
H -0.79 -1.22 -1.63
H -0.85 -2.06 0.57
H -0.15 2.64 -0.57

# 4
15
Properties=species:S:1:pos:R:3 method="wB97M-V/def2-TZVPD" homo_energy_ev=-15.21 e_lumo_ev=-5.48 total_charge=+1 de_lowest_kcal_mol=107.9 gap_ha=0.357
C 2.84 -1.83 0.19
C 1.42 -0.63 0.47
C -1.52 0.91 -0.75
C -0.86 -0.38 -0.24
N 1.69 -1.79 -0.38
N 2.73 -0.64 0.95
N 0.30 0.13 0.54
H 3.72 -2.34 0.17
H -0.71 1.54 -1.08
H -2.34 0.54 -1.52
H -2.16 1.34 0.08
H -1.54 -0.82 0.55
H -0.49 -0.97 -1.14
H 3.16 -0.36 1.73
H 0.05 1.04 1.02

Copy entry 2 word for word.
31
Properties=species:S:1:pos:R:3 method="wB97M-V/def2-TZVPD" homo_energy_ev=-10.38 e_lumo_ev=-0.33 de_lowest_kcal_mol=15.5 gap_ha=0.369
Xe 1.01 -0.17 0.10
O 1.06 -1.17 -3.05
H 1.62 -0.50 -2.67
H 1.64 -1.92 -3.18
O 1.03 -3.02 2.36
H 1.52 -3.26 1.57
H 0.20 -2.67 2.02
O -0.64 1.32 3.10
H 0.20 1.17 3.54
H -0.42 1.90 2.37
O 3.03 0.91 -2.46
H 2.86 1.51 -1.74
H 3.83 0.45 -2.21
O -2.78 0.02 1.75
H -2.87 -0.79 2.25
H -2.05 0.48 2.16
O -2.52 0.80 -1.35
H -3.19 0.12 -1.26
H -2.50 1.23 -0.49
O -1.29 -2.55 0.83
H -1.26 -2.76 -0.10
H -1.49 -1.62 0.86
O -0.13 3.07 0.96
H -0.83 3.49 0.47
H 0.34 3.79 1.39
O -1.00 -3.38 -1.61
H -0.83 -4.03 -2.29
H -0.65 -2.56 -1.97
O 1.99 3.40 -0.84
H 2.81 3.39 -0.34
H 1.30 3.36 -0.17